{
  "formula": "C35H42BrF4O3PSSiY",
  "method": "the ωB97M-V functional and the def2-TZVPD basis",
  "symbols": ["Y", "C", "C", "C", "C", "C", "H", "H", "H", "H", "H", "F", "C", "C", "F", "C", "F", "C", "P", "C", "C", "C", "C", "C", "C", "C", "C", "C", "C", "C", "C", "C", "Br", "C", "F", "H", "H", "H", "H", "H", "H", "H", "H", "H", "H", "C", "C", "C", "C", "O", "Si", "S", "O", "C", "C", "C", "C", "O", "C", "C", "C", "C", "H", "H", "H", "H", "H", "H", "H", "H", "H", "H", "H", "H", "H", "H", "H", "H", "H", "H", "H", "H", "H", "H", "H", "H", "H", "H", "H"],
  "coordinates": [[-0.488, -1.622, 0.702], [-0.856, -3.883, -0.469], [-2.123, -3.416, -0.039], [-2.150, -3.472, 1.369], [-0.903, -3.978, 1.811], [-0.108, -4.236, 0.676], [-0.554, -4.040, -1.495], [-2.960, -3.162, -0.677], [-3.007, -3.257, 1.992], [-0.627, -4.182, 2.835], [0.885, -4.659, 0.681], [-4.018, 1.743, 6.765], [-3.664, 1.474, 5.518], [-4.381, 2.007, 4.461], [-5.420, 2.800, 4.695], [-4.003, 1.707, 3.162], [-4.728, 2.251, 2.182], [-2.926, 0.881, 2.869], [-2.453, 0.559, 1.140], [-3.997, -0.029, 0.382], [-4.308, 0.223, -0.952], [-5.420, -0.375, -1.530], [-6.221, -1.228, -0.787], [-5.915, -1.484, 0.543], [-4.807, -0.889, 1.124], [-2.048, 2.181, 0.452], [-0.701, 2.540, 0.406], [-0.327, 3.763, -0.131], [-1.291, 4.628, -0.629], [-2.634, 4.274, -0.583], [-3.014, 3.057, -0.042], [-2.222, 0.355, 3.954], [-0.755, -0.811, 3.772], [-2.578, 0.648, 5.260], [-1.911, 0.144, 6.290], [-3.698, 0.890, -1.544], [-5.663, -0.167, -2.562], [-7.088, -1.688, -1.239], [-6.540, -2.143, 1.129], [-4.579, -1.096, 2.163], [0.070, 1.866, 0.770], [0.719, 4.036, -0.175], [-0.997, 5.576, -1.054], [-3.388, 4.947, -0.966], [-4.062, 2.792, -0.007], [1.051, 1.039, -2.912], [0.361, -0.212, -2.410], [0.725, -1.426, -3.246], [-1.143, -0.044, -2.346], [0.769, -0.436, -1.020], [2.341, -0.547, -0.370], [1.906, -1.405, 1.485], [3.078, -1.543, -1.399], [4.400, -1.946, -1.820], [5.125, -0.741, -2.398], [4.179, -2.999, -2.892], [5.125, -2.541, -0.625], [2.962, 0.938, -0.300], [3.691, 1.745, 0.647], [4.207, 2.931, -0.153], [2.714, 2.180, 1.722], [4.831, 0.956, 1.264], [0.772, 1.205, -3.953], [2.135, 0.938, -2.868], [0.764, 1.913, -2.327], [0.259, -1.333, -4.227], [0.358, -2.340, -2.778], [1.798, -1.521, -3.377], [-1.562, 0.096, -3.343], [-1.408, 0.821, -1.741], [-1.621, -0.947, -1.939], [4.610, -0.374, -3.286], [6.140, -1.016, -2.684], [5.181, 0.070, -1.677], [3.662, -2.574, -3.750], [3.586, -3.823, -2.497], [5.134, -3.396, -3.236], [5.270, -1.803, 0.159], [6.105, -2.911, -0.926], [4.554, -3.371, -0.211], [3.383, 3.401, -0.690], [4.955, 2.620, -0.880], [4.657, 3.673, 0.508], [1.938, 2.827, 1.311], [3.247, 2.745, 2.485], [2.242, 1.318, 2.200], [5.529, 0.622, 0.501], [4.463, 0.094, 1.823], [5.381, 1.592, 1.957]],
  "mulliken_charge": [-0.740, -0.804, -0.341, -0.467, -0.810, -0.522, 0.711, 0.608, 0.631, 0.562, 0.536, -0.263, 0.580, 0.253, -0.274, 0.390, -0.367, -0.251, 1.014, 1.050, -0.436, -0.954, -0.686, -0.830, -0.834, -0.093, 0.570, -0.123, -0.888, -0.863, -0.312, 0.034, -0.007, 0.250, -0.306, 0.459, 0.495, 0.424, 0.461, 0.476, -0.257, 0.477, 0.443, 0.438, 0.454, -1.493, 1.614, -1.649, -1.895, 2.267, -0.724, -0.779, 0.103, 1.535, -1.338, -1.753, -1.459, 0.557, 1.732, -1.618, -1.418, -1.655, 0.477, 0.168, 0.158, 0.543, 0.051, 0.187, 0.609, 0.098, 0.546, 0.280, 0.526, 0.110, 0.391, 0.335, 0.445, 0.227, 0.503, 0.275, 0.280, 0.374, 0.394, 0.094, 0.616, 0.258, 0.320, 0.265, 0.555],
  "homo_lumo_gap_ev": 8.48,
  "homo_energy_ev": -11.275,
  "total_charge": 1,
  "lumo_energy_ev": -2.79,
  "relative_energy_kj_mol": 0.0
}